(1)
ORCA calculation (ωB97M-V with the def2-TZVPD basis set) on a cluster of 8 separate species, C37H74NO23S in total at a distorted geometry.

Results
LUMO (alpha / beta): 0.32 / 0.32 eV
Kohn-Sham gap (alpha / beta): 8.71 / 9.71 eV
Multiplicity: 2
Charge: 0
E_tot: -3637.69448 a.u.

Geometry as XYZ:
```
136
Properties=species:S:1:pos:R:3:mulliken_spin:R:1
C -0.73122 -1.62763 2.74198 0.026
C -0.94519 -1.98889 1.27249 -0.004
C -2.27129 -2.76851 1.19528 0.047
C -0.95066 -0.67456 0.50788 0.015
C -0.96414 -0.78627 -1.00924 0.002
O -0.38711 0.41677 -1.48104 0.000
S -2.69191 -0.89799 -1.62180 0.000
C -0.15920 -2.02595 -1.47715 0.010
C 0.81341 -2.59221 -0.46523 0.003
C 2.04584 -1.70416 -0.29090 0.024
C 1.32789 -3.93035 -1.03664 0.001
N 0.16956 -2.90722 0.83501 0.358
O 1.00350 -3.26147 1.73724 0.550
H 0.18876 -1.07622 2.89537 0.002
H -0.81044 -2.49184 3.38475 -0.001
H -1.54689 -0.95883 3.00777 -0.002
H -2.95201 -2.42207 0.42776 -0.001
H -2.81080 -2.71603 2.13283 -0.001
H -2.06411 -3.81416 1.02729 -0.022
H -0.09845 -0.08143 0.81080 -0.011
H -1.83002 -0.11291 0.81141 0.004
H -0.20523 0.34198 -2.42967 0.000
H -2.41087 -1.17671 -2.90424 0.000
H -0.84987 -2.77097 -1.85005 -0.005
H 0.45530 -1.71591 -2.31843 -0.001
H 2.79242 -2.23358 0.28004 -0.002
H 1.82226 -0.74590 0.16399 0.001
H 2.46011 -1.53811 -1.27987 0.001
H 2.03616 -3.75606 -1.83810 0.003
H 0.47520 -4.43728 -1.48455 0.001
H 1.71992 -4.55210 -0.24340 -0.003
C 8.16640 -2.13919 -4.21067 0.000
C 7.67697 -2.48199 -2.81975 0.000
O 6.26901 -2.76448 -2.79882 0.000
C 5.91664 -3.96270 -3.26504 0.000
O 6.66109 -4.82124 -3.66237 0.000
O 4.58649 -4.05663 -3.19348 0.000
C 4.04880 -5.27604 -3.71227 0.000
H 7.58327 -1.31666 -4.62703 0.000
H 9.21545 -1.84551 -4.17921 0.000
H 8.06900 -2.98991 -4.88314 0.000
H 7.80563 -1.62841 -2.15712 0.000
H 8.22783 -3.32028 -2.39408 0.000
H 4.51177 -6.14079 -3.24270 0.000
H 4.18160 -5.31716 -4.79214 0.000
H 2.98589 -5.28231 -3.48781 0.000
C 2.13486 -10.75304 -6.70035 0.000
C 2.99369 -9.70973 -6.01806 0.000
O 2.22838 -8.87901 -5.13066 0.000
C 1.88948 -9.44208 -3.97032 0.000
O 2.17596 -10.55301 -3.60787 0.000
O 1.16426 -8.55889 -3.27807 0.000
C 0.65547 -9.06491 -2.04027 0.000
H 1.29619 -10.27954 -7.21254 0.000
H 2.72458 -11.30758 -7.43004 0.000
H 1.72805 -11.46070 -5.97999 0.000
H 3.41027 -9.02799 -6.75698 0.000
H 3.82371 -10.16241 -5.47622 0.000
H 1.45545 -9.46855 -1.42421 0.000
H -0.09631 -9.83003 -2.22598 0.000
H 0.19473 -8.22402 -1.52964 0.000
C -1.29568 6.54571 1.96456 0.000
C -0.78119 6.49729 0.54137 0.000
O 0.39724 5.68182 0.42969 0.000
C 0.19059 4.36418 0.45550 0.000
O -0.87652 3.81295 0.54352 0.000
O 1.37663 3.75923 0.36790 0.000
C 1.30691 2.33035 0.43580 0.000
H -0.50650 6.87257 2.64403 0.000
H -2.13753 7.23469 2.04445 0.000
H -1.62767 5.56339 2.29938 0.000
H -0.48054 7.49398 0.22355 0.000
H -1.54357 6.14732 -0.15403 0.000
H 0.63054 1.92620 -0.31203 0.000
H 0.99169 2.02357 1.43404 0.000
H 2.30914 1.95085 0.25152 0.000
C -6.46262 -8.72666 2.35735 0.000
C -5.31310 -9.02917 3.29484 0.000
O -4.03961 -8.90163 2.64389 0.000
C -3.61412 -7.65278 2.45503 0.000
O -4.17668 -6.64691 2.80460 0.000
O -2.43726 -7.70770 1.82628 -0.001
C -1.88489 -6.42910 1.50694 0.000
H -6.40041 -9.35170 1.46552 0.000
H -7.41399 -8.91662 2.85402 0.000
H -6.44562 -7.68640 2.03645 0.000
H -5.36173 -10.06533 3.62387 0.000
H -5.33947 -8.39630 4.18156 0.000
H -1.81175 -5.79814 2.38975 0.000
H -2.48817 -5.94132 0.74273 0.001
H -0.88685 -6.60380 1.11377 0.003
C 0.96704 11.66263 -4.06986 0.000
C 1.69975 10.45309 -4.61049 0.000
O 2.59772 9.89034 -3.64251 0.000
C 2.02500 9.16644 -2.67993 0.000
O 0.84866 8.92396 -2.57709 0.000
O 2.98317 8.73725 -1.85845 0.000
C 2.49994 7.98395 -0.74176 0.000
H 1.67731 12.40290 -3.69924 0.000
H 0.36140 12.11800 -4.85336 0.000
H 0.31094 11.38918 -3.24515 0.000
H 2.33025 10.74239 -5.44907 0.000
H 1.00828 9.68755 -4.96193 0.000
H 1.88159 7.15169 -1.06566 0.000
H 1.93695 8.63132 -0.07009 0.000
H 3.36983 7.59779 -0.21907 0.000
C 1.02868 0.60505 9.13663 0.000
C 0.05287 0.02372 8.13581 0.000
O -0.45103 1.02074 7.23360 0.000
C 0.38603 1.39422 6.26639 0.000
O 1.48928 0.95348 6.06837 0.000
O -0.22225 2.32802 5.53050 0.000
C 0.58458 2.86218 4.47986 0.000
H 0.57323 1.44006 9.67072 0.000
H 1.32474 -0.15506 9.85942 0.000
H 1.92541 0.97548 8.64262 0.000
H -0.82439 -0.36338 8.65045 0.000
H 0.49619 -0.79562 7.57030 0.000
H 0.97498 2.06664 3.84874 0.000
H 1.40286 3.45120 4.89136 0.000
H -0.05595 3.50958 3.88623 0.000
C -5.56402 11.73851 0.78186 0.000
C -6.50454 10.84606 1.56353 0.000
O -6.77970 9.61775 0.87265 0.000
C -5.81050 8.70458 0.91517 0.000
O -4.75860 8.80882 1.49329 0.000
O -6.20729 7.64604 0.20758 0.000
C -5.22355 6.61509 0.10270 0.000
H -5.95509 11.91740 -0.22057 0.000
H -5.44473 12.69599 1.28873 0.000
H -4.58151 11.28094 0.67863 0.000
H -7.47199 11.33122 1.67710 0.000
H -6.12050 10.63107 2.56045 0.000
H -4.86954 6.30664 1.08396 0.000
H -4.38833 6.95756 -0.50714 0.000
H -5.69604 5.76834 -0.38593 0.000
```


(2)
ORCA calculation (ωB97M-V with the def2-TZVPD basis set) on a cluster of 2 separate species, C12H18OS in total at a distorted geometry.

Results
ΔE to the lowest compared entry with this formula, charge and spin: 5.8 kcal/mol
LUMO: 0.62 eV
SMILES: C=Cc1ccccc1.CC(C)(C)SO
Kohn-Sham gap: 9.05 eV
Charge: 0
E_tot: -941.36828 a.u.

Geometry as XYZ:
```
32
Properties=species:S:1:pos:R:3:mulliken_charge:R:1
C 2.62999 -0.10359 -0.60601 -0.222
C 2.82295 0.58897 0.59650 -0.641
C 2.26928 -1.44361 -0.57581 -0.583
C 2.45778 0.01723 1.77412 -0.255
C 1.95640 -2.11614 0.66155 -0.523
C 2.05604 -1.34975 1.85255 0.962
C 0.62139 -2.87847 3.18883 -0.913
C -1.60554 -0.00229 -2.21125 -1.186
C -3.16007 1.70960 -1.41409 -1.654
C -0.81170 2.45045 -1.85679 -1.369
C 1.42662 -1.85071 3.03625 -0.176
C -1.74563 1.29973 -1.37766 1.306
O -2.29407 0.01158 1.14666 -0.491
S -1.11937 0.93974 0.44176 0.133
H 2.76351 0.34068 -1.63511 0.326
H 2.97229 1.63591 0.55248 0.386
H 2.32279 -2.12416 -1.47535 0.312
H 2.38440 0.72969 2.63314 0.247
H 1.57186 -3.13584 0.73391 0.341
H -2.80416 0.45581 1.78729 0.323
H 0.26350 -3.45980 2.28223 0.142
H 0.28790 -3.15377 4.12944 0.321
H -1.53086 0.05494 -3.29783 0.368
H -0.64020 -0.53801 -1.82787 0.146
H -2.35932 -0.81129 -2.03026 0.335
H -3.71977 0.88843 -1.06665 0.469
H -3.45881 2.15909 -2.38248 0.376
H -3.39291 2.62855 -0.66467 0.263
H 0.31151 2.29921 -1.75034 0.242
H -1.07784 2.59945 -2.95401 0.378
H -1.20497 3.44809 -1.58026 0.370
H 1.80701 -1.28972 3.88975 0.266
```


(3)
ORCA calculation (ωB97M-V with the def2-TZVPD basis set) on a structure of composition C20H28Cl4CoN7O2S3 at a distorted geometry.

Results
ΔE to the lowest compared entry with this formula, charge and spin: 44.2 kcal/mol
LUMO (alpha / beta): -5.15 / -4.15 eV
Kohn-Sham gap (alpha / beta): 5.45 / 7.03 eV
Multiplicity: 4
Charge: +1
E_tot: -5730.65691 a.u.

Geometry as XYZ:
```
65
Properties=species:S:1:pos:R:3:mulliken_spin:R:1
Co 0.50472 -1.10932 0.15905 1.992
C 4.51382 1.12353 -1.23455 0.001
N 3.97498 1.29197 0.10278 -0.007
C 4.12588 2.57111 0.80502 0.000
C 3.44279 2.30676 2.15653 0.001
N 2.76001 1.03656 1.89649 0.001
C 3.17130 0.47812 0.76116 0.018
S 2.79745 -1.13315 0.26636 -0.143
H 4.04854 1.84139 -1.90991 0.000
H 4.31198 0.11560 -1.58520 -0.001
H 5.58971 1.29510 -1.21584 0.000
H 3.62928 3.35513 0.23125 -0.001
H 5.17979 2.82210 0.90816 0.000
H 2.73522 3.08705 2.42817 0.000
H 4.16208 2.19427 2.96725 0.000
H 2.25268 0.50442 2.58865 0.000
Cl 1.55857 0.30588 -6.94910 0.000
C 1.31152 0.66218 -5.27829 0.000
C 1.45375 1.96370 -4.82149 0.000
C 1.28021 2.23448 -3.47608 0.000
C 0.97160 1.22011 -2.57216 0.015
C 0.80286 -0.07106 -3.06159 0.019
C 0.97228 -0.35961 -4.40552 0.003
C 0.91501 1.60077 -1.11652 -0.015
O 1.15787 2.75462 -0.78747 -0.010
O 0.60238 0.72940 -0.19315 -0.036
H 1.70405 2.75318 -5.51732 0.000
H 1.39100 3.24397 -3.10341 0.000
H 0.54096 -0.88893 -2.40986 -0.012
H 0.85227 -1.36937 -4.77431 0.000
C -0.98038 -3.98678 2.88214 0.001
N -1.57471 -4.18992 1.56412 -0.006
C -1.01434 -3.94975 0.39881 -0.001
S 0.63114 -3.34711 0.24958 -0.010
N -1.64795 -4.28672 -0.71311 -0.003
C -2.93947 -4.96415 -0.75103 0.002
H -1.43111 -4.69878 3.56887 0.000
H -1.16391 -2.97575 3.23773 0.001
H 0.08899 -4.16480 2.84017 -0.002
H -2.57069 -4.37183 1.55790 0.000
H -1.17008 -4.10328 -1.57737 0.002
H -2.87699 -5.92672 -0.23677 0.000
H -3.20465 -5.14463 -1.78782 0.000
H -3.71348 -4.34793 -0.29272 -0.001
S -0.08991 -0.66234 2.49751 0.181
C -1.05598 0.78185 2.34461 0.011
N -2.35269 0.71750 2.57817 0.014
C -3.20369 1.90477 2.52904 0.001
C -2.65854 2.86524 1.48443 0.002
C -1.20698 3.18343 1.79707 -0.003
N -0.47426 1.94399 2.08326 0.005
H -2.78319 -0.20659 2.57495 -0.002
H -3.22273 2.37715 3.51400 0.002
H -4.21571 1.58681 2.29093 -0.003
H -3.24170 3.78415 1.45931 0.000
H -2.71977 2.38801 0.50379 -0.001
H -1.13252 3.85036 2.65834 0.001
H -0.72783 3.66368 0.94495 0.000
H 0.48034 1.88347 1.76799 0.006
Cl -4.54463 0.65216 -0.60446 0.067
C -3.76248 -0.83376 -0.85860 0.514
Cl -4.48003 -1.92404 -1.95567 0.066
Cl -4.07408 -2.02289 1.61454 0.182
C -2.40191 -0.95609 -0.61551 0.011
N -1.27864 -1.07865 -0.40826 0.137
```


(4)
ORCA calculation (ωB97M-V with the def2-TZVPD basis set) on a structure of composition C51H41N3O4P2Tl.

Results
LUMO: 2.04 eV
Kohn-Sham gap: 6.63 eV
Charge: -1
E_tot: -3288.46662 a.u.

Geometry as XYZ:
```
102
Properties=species:S:1:pos:R:3:mulliken_charge:R:1
Tl -0.42872 -0.10397 -0.44392 2.095
O -0.66415 2.24982 -1.53240 0.256
C -1.21608 3.37238 -1.18899 -0.022
C -1.08521 4.53671 -1.98677 -0.544
C -1.63224 5.74203 -1.60470 -0.723
C -2.33416 5.86063 -0.39959 -0.811
C -2.50730 4.73028 0.37024 -0.767
C -2.00186 3.47991 -0.01241 0.703
C -2.39361 2.35223 0.80954 -0.658
N -2.25580 1.10050 0.57648 0.657
N -2.83353 0.30159 1.55246 -0.911
C -2.64852 -0.96564 1.31620 0.307
O -2.03610 -1.49170 0.30705 -0.863
C -3.14215 -1.90952 2.37118 0.417
C -2.92638 -3.27531 2.20580 -0.315
C -3.29401 -4.16916 3.20426 -0.624
C -3.87919 -3.70317 4.37407 -0.449
C -4.10483 -2.34129 4.53736 -0.674
C -3.74073 -1.44794 3.54138 -0.279
H -0.54217 4.45246 -2.92003 0.223
H -1.51483 6.60793 -2.24703 0.422
H -2.74677 6.81159 -0.08941 0.371
H -3.06930 4.79142 1.29789 0.349
H -2.96087 2.60178 1.70868 0.190
H -2.45834 -3.61482 1.29001 0.511
H -3.11421 -5.22909 3.07162 0.418
H -4.15521 -4.39851 5.15754 0.386
H -4.55836 -1.97443 5.45033 0.390
H -3.90030 -0.38380 3.65655 0.367
C -0.78751 -1.21448 -3.94602 -1.405
P -0.60060 0.40038 -3.06539 1.089
C -1.71643 1.38506 -4.11107 0.538
C -2.96468 1.73416 -3.60372 -0.356
C -3.90356 2.35610 -4.41592 -0.661
C -3.59625 2.64004 -5.73900 -0.519
C -2.34837 2.29876 -6.24874 -0.751
C -1.41182 1.66914 -5.44063 -0.475
C 1.10263 0.91525 -3.50100 0.705
C 1.38239 2.23692 -3.84769 -0.176
C 2.68165 2.63991 -4.11621 -0.971
C 3.72743 1.72760 -4.03077 -0.694
C 3.46097 0.41235 -3.68366 -0.631
C 2.15761 0.00428 -3.42319 -0.193
C -0.36517 -2.36442 -3.08233 0.276
C -0.47073 -3.73027 -3.28670 -1.168
C 0.19604 -4.34221 -2.19006 -1.381
C 0.65272 -3.30607 -1.39415 -0.083
C 1.49315 -3.30883 -0.14343 -1.171
P 1.85871 -1.56832 0.27787 0.238
C 1.91720 -1.59266 2.12802 1.755
C 0.45234 -1.57338 2.58525 0.949
C 0.16993 -2.32672 3.83540 -1.510
C 1.08172 -3.12522 4.39144 -0.686
C 2.41857 -3.30065 3.80395 -0.743
C 2.82839 -2.60093 2.74615 -1.198
C 3.54667 -1.14107 -0.22651 0.492
C 4.44353 -2.02036 -0.82622 -0.463
C 5.71452 -1.58797 -1.18613 -0.750
C 6.09623 -0.27489 -0.95121 -0.526
C 5.20075 0.61417 -0.36692 -0.754
C 3.92747 0.19043 -0.01633 -0.729
N 0.31635 -2.10391 -1.93596 0.737
H -0.21239 -1.16440 -4.87704 0.465
H -1.84151 -1.29588 -4.22179 0.685
H -3.19408 1.52529 -2.56360 0.211
H -4.87395 2.62042 -4.01431 0.419
H -4.32693 3.12614 -6.37418 0.379
H -2.10445 2.51951 -7.28089 0.410
H -0.44322 1.39716 -5.84484 0.436
H 0.57704 2.95661 -3.89642 0.137
H 2.87730 3.67206 -4.38127 0.421
H 4.74512 2.04416 -4.22828 0.396
H 4.27054 -0.30359 -3.59978 0.456
H 1.95659 -1.02189 -3.13983 0.025
H -0.96019 -4.22720 -4.11430 0.493
H 0.32649 -5.40157 -2.01272 0.492
H 2.41077 -3.88635 -0.26569 0.872
H 0.96571 -3.72392 0.71992 0.374
H -0.29124 -1.81514 1.82132 0.002
H -0.82269 -2.22832 4.26600 0.381
H 0.84607 -3.67687 5.29415 0.392
H 3.08296 -4.02411 4.26464 0.393
H 3.82612 -2.71229 2.33190 0.430
H 4.14974 -3.04475 -1.02490 0.225
H 6.40631 -2.27917 -1.65303 0.399
H 7.08858 0.05642 -1.23294 0.381
H 5.48970 1.64384 -0.19687 0.444
H 3.21893 0.88083 0.42754 0.454
O 2.15958 -0.25300 2.56888 -0.748
C 0.67376 0.01040 2.65176 1.502
O 0.21578 0.70577 1.62579 -0.316
C 0.34257 0.63887 3.99310 -0.156
C -0.92141 1.19450 4.17391 0.219
C -1.27238 1.74901 5.39837 -0.916
C -0.36099 1.76252 6.44889 -0.469
C 0.89957 1.20880 6.26880 -0.830
C 1.24960 0.64411 5.04603 -0.511
H -1.62071 1.17655 3.34337 0.202
H -2.25970 2.18006 5.53052 0.408
H -0.63344 2.19794 7.40390 0.373
H 1.61485 1.21489 7.08428 0.390
H 2.22866 0.20748 4.89709 0.472
```